# 1
The following is a DFT calculation (ωB97M-V/def2-TZVPD) of a cluster of 13 separate species, C81H174N7O25S6 in total in a non-equilibrium geometry.

Computed properties:
LUMO (spin up / spin down): 0.063 / -0.265 eV
charge: 0
spin multiplicity: 8
expectation value of S²: 15.78
orbital gap (spin up / spin down): 0.277 / 0.322 Eh

Element x y z (Å)
C 3.93 -0.11 -6.51
C 2.83 0.27 -7.53
C 1.61 -0.60 -7.39
C 0.71 -0.28 -6.18
C 0.27 1.19 -6.23
C 1.48 2.14 -6.27
N 2.45 1.70 -7.35
O 3.52 2.51 -7.47
C 1.03 3.60 -6.59
C 2.15 2.18 -4.85
C 3.48 0.15 -8.92
H 4.74 0.59 -6.62
H 4.28 -1.13 -6.66
H 3.55 -0.05 -5.50
H 1.00 -0.56 -8.30
H 1.92 -1.64 -7.32
H 1.25 -0.48 -5.24
H -0.15 -0.99 -6.13
H -0.30 1.47 -5.35
H -0.36 1.27 -7.11
H 0.87 3.60 -7.67
H 0.08 3.86 -6.10
H 1.84 4.30 -6.31
H 2.46 1.18 -4.60
H 3.04 2.82 -4.88
H 1.48 2.59 -4.09
H 2.77 0.43 -9.69
H 3.75 -0.89 -9.09
H 4.37 0.77 -8.92
C 1.52 8.52 -0.85
C 2.39 7.91 -1.85
C 2.49 6.39 -1.54
C 1.30 5.43 -1.89
C 0.99 5.59 -3.41
C 0.84 7.09 -3.91
N 1.76 8.09 -3.18
O 1.61 9.30 -3.62
C 0.93 7.31 -5.40
C -0.57 7.50 -3.45
C 3.69 8.67 -1.95
H 1.84 8.30 0.18
H 0.47 8.29 -0.90
H 1.60 9.59 -0.97
H 3.39 6.01 -2.06
H 2.77 6.37 -0.50
H 0.43 5.80 -1.28
H 1.54 4.47 -1.43
H 0.08 5.02 -3.72
H 1.87 5.16 -3.91
H 1.90 7.02 -5.72
H 0.17 6.68 -5.84
H 0.69 8.35 -5.57
H -1.29 6.80 -3.88
H -0.68 7.57 -2.37
H -0.76 8.43 -3.99
H 4.38 8.28 -2.69
H 4.10 8.68 -0.93
H 3.40 9.68 -2.12
C -6.98 4.54 1.78
C -5.98 3.44 1.82
C -4.50 3.87 1.50
C -3.51 2.77 1.90
C -3.60 2.62 3.46
C -5.03 2.10 3.89
N -6.12 2.90 3.24
O -7.26 2.57 3.57
C -5.26 0.52 3.56
C -5.27 2.28 5.43
C -6.50 2.24 0.87
H -7.96 4.06 1.84
H -6.88 5.09 0.86
H -6.83 5.12 2.68
H -4.37 4.01 0.43
H -4.23 4.84 1.88
H -2.48 2.91 1.64
H -3.79 1.84 1.42
H -3.25 3.56 3.90
H -2.91 1.84 3.79
H -4.43 -0.05 4.00
H -6.23 0.16 3.82
H -5.11 0.36 2.49
H -5.18 3.36 5.63
H -6.28 1.97 5.59
H -4.57 1.69 6.02
H -6.36 2.58 -0.16
H -7.52 2.02 1.17
H -5.88 1.34 0.93
C -0.48 -4.30 5.88
C -1.70 -5.27 6.04
C -2.12 -5.30 7.52
C -2.88 -4.06 8.04
C -4.13 -3.80 7.28
C -3.92 -3.67 5.73
N -2.96 -4.73 5.31
O -2.64 -4.64 3.91
C -5.19 -3.95 4.89
C -3.29 -2.25 5.33
C -1.47 -6.63 5.38
H 0.43 -4.85 6.13
H -0.54 -3.39 6.48
H -0.40 -3.93 4.86
H -2.73 -6.18 7.85
H -1.24 -5.44 8.24
H -2.27 -3.16 7.93
H -3.12 -4.19 9.08
H -4.48 -2.87 7.69
H -4.87 -4.59 7.51
H -5.28 -5.01 4.86
H -6.02 -3.35 5.29
H -4.90 -3.62 3.90
H -3.33 -2.24 4.25
H -3.98 -1.49 5.73
H -2.30 -2.10 5.79
H -0.76 -7.15 6.06
H -1.02 -6.47 4.42
H -2.44 -7.17 5.36
C 3.81 -7.47 2.50
C 2.37 -7.41 1.95
C 2.15 -6.51 0.74
C 0.83 -6.79 -0.03
C 0.69 -8.23 -0.53
C 0.96 -9.29 0.52
N 1.99 -8.84 1.56
O 2.18 -9.69 2.45
C -0.34 -9.43 1.46
C 1.38 -10.63 -0.02
C 1.37 -6.99 3.12
H 4.09 -6.50 2.93
H 4.35 -7.67 1.56
H 3.89 -8.32 3.17
H 2.10 -5.45 1.07
H 2.98 -6.62 0.00
H 0.68 -6.10 -0.86
H 0.05 -6.60 0.71
H 1.37 -8.33 -1.39
H -0.32 -8.25 -0.95
H -0.43 -8.56 2.10
H -1.23 -9.68 0.85
H -0.19 -10.28 2.13
H 0.65 -11.06 -0.72
H 2.29 -10.52 -0.63
H 1.57 -11.26 0.86
H 1.56 -5.96 3.49
H 1.53 -7.80 3.84
H 0.35 -6.98 2.81
C 2.48 1.27 3.69
C 3.76 0.45 4.07
C 4.48 1.14 5.30
C 5.51 0.19 5.97
C 4.84 -1.14 6.41
C 4.15 -1.92 5.30
N 3.34 -0.89 4.55
O 2.55 -1.52 3.60
C 5.21 -2.59 4.35
C 3.26 -3.04 5.76
C 4.80 0.36 2.85
H 1.88 0.74 2.96
H 2.88 2.23 3.34
H 1.86 1.37 4.60
H 5.05 2.04 5.14
H 3.72 1.46 6.01
H 6.04 0.50 6.86
H 6.24 0.03 5.18
H 4.14 -0.90 7.22
H 5.65 -1.76 6.78
H 5.98 -1.90 4.03
H 5.70 -3.36 5.01
H 4.72 -3.07 3.49
H 2.35 -2.57 6.18
H 2.99 -3.55 4.86
H 3.72 -3.57 6.61
H 5.58 -0.42 2.99
H 5.29 1.33 2.91
H 4.31 0.28 1.87
C 0.35 -2.97 0.50
C -0.91 -2.09 0.20
C -1.60 -1.74 1.52
C -0.92 -0.61 2.31
C -0.80 0.60 1.41
C -0.10 0.31 0.05
N -0.50 -0.92 -0.65
O -0.18 -1.11 -1.93
C -0.25 1.49 -0.95
C 1.41 0.21 0.46
C -1.81 -2.95 -0.72
H 1.08 -2.42 1.10
H 0.69 -3.41 -0.45
H 0.00 -3.79 1.14
H -2.58 -1.35 1.26
H -1.78 -2.66 2.10
H 0.00 -0.92 2.78
H -1.54 -0.31 3.16
H -0.27 1.44 1.86
H -1.81 1.00 1.20
H 0.00 1.06 -1.91
H -1.30 1.76 -0.83
H 0.50 2.27 -0.73
H 1.60 -0.55 1.21
H 1.90 -0.10 -0.47
H 1.73 1.20 0.83
H -1.23 -3.18 -1.64
H -2.69 -2.38 -1.03
H -2.07 -3.85 -0.14
O 6.63 3.64 1.24
S 5.48 4.44 0.95
O 4.73 5.04 2.02
O 5.95 5.58 0.01
C 7.03 5.29 -1.03
C 7.21 6.71 -1.72
C 4.40 3.45 0.07
H 6.66 4.56 -1.76
H 7.91 4.92 -0.53
H 6.50 6.94 -2.50
H 8.15 6.56 -2.25
H 7.32 7.53 -1.00
H 3.70 4.11 -0.45
H 3.74 2.92 0.76
H 5.04 2.80 -0.57
O -3.33 -3.39 -8.47
S -3.83 -2.52 -7.50
O -5.18 -2.55 -7.21
O -3.16 -2.81 -6.15
C -1.76 -3.39 -6.22
C -1.56 -3.46 -4.70
C -3.44 -0.92 -7.91
H -1.10 -2.72 -6.77
H -1.79 -4.39 -6.71
H -2.36 -4.09 -4.29
H -1.53 -2.53 -4.12
H -0.64 -4.04 -4.57
H -3.83 -0.18 -7.23
H -3.71 -0.76 -8.96
H -2.34 -0.82 -7.91
O -3.95 0.58 -0.71
S -4.05 1.09 -2.01
O -5.26 1.32 -2.70
O -3.25 2.43 -1.94
C -3.90 3.67 -2.42
C -2.91 4.74 -2.09
C -3.09 0.11 -3.07
H -4.91 3.83 -1.99
H -4.09 3.52 -3.49
H -2.89 5.02 -1.04
H -3.30 5.66 -2.59
H -1.88 4.47 -2.40
H -3.57 -0.85 -3.12
H -2.06 0.04 -2.72
H -3.23 0.56 -4.06
O -7.69 -0.83 0.11
S -7.05 -2.03 -0.17
O -7.73 -3.27 0.07
O -6.51 -1.96 -1.72
C -6.18 -3.26 -2.36
C -5.73 -2.96 -3.76
C -5.55 -2.15 0.68
H -7.10 -3.84 -2.40
H -5.42 -3.79 -1.77
H -6.46 -2.31 -4.26
H -5.77 -3.83 -4.38
H -4.72 -2.56 -3.80
H -5.76 -2.38 1.72
H -5.05 -1.20 0.47
H -4.94 -2.91 0.15
O 5.80 -1.61 -2.76
S 4.58 -1.14 -2.25
O 4.38 0.19 -1.91
O 3.48 -1.52 -3.25
C 3.75 -2.81 -3.91
C 2.41 -3.21 -4.42
C 4.27 -2.04 -0.71
H 4.13 -3.49 -3.13
H 4.57 -2.63 -4.61
H 2.01 -2.50 -5.11
H 1.71 -3.32 -3.56
H 2.43 -4.13 -5.04
H 4.54 -3.05 -1.03
H 3.22 -1.93 -0.40
H 4.87 -1.59 0.11
O 1.54 4.29 1.23
S 0.61 4.56 2.27
O 0.06 3.49 3.00
O 1.28 5.49 3.28
C 2.03 6.66 2.73
C 2.39 7.51 3.88
C -0.65 5.49 1.57
H 1.37 7.15 1.98
H 2.98 6.31 2.25
H 1.48 7.88 4.36
H 3.07 8.29 3.53
H 2.90 6.90 4.66
H -1.36 4.80 1.07
H -0.22 6.18 0.85
H -1.17 6.04 2.32



# 2
The following is a DFT calculation (ωB97M-V/def2-TZVPD) of a structure of composition C7H9Cl in a non-equilibrium geometry.

Computed properties:
LUMO: 0.948 eV
charge: 0
orbital gap: 0.358 Eh

Element x y z (Å)
C -1.39 -1.79 -0.55
C -0.43 -0.78 -0.08
C 0.85 -0.92 0.34
C 1.37 0.52 0.47
C 0.15 1.12 1.24
C -0.56 0.73 -0.09
C 0.77 1.03 -0.84
H -2.37 -1.71 -0.10
H -1.54 -1.70 -1.68
H -1.04 -2.85 -0.49
H 1.38 -1.87 0.59
H 2.42 0.80 0.72
H 0.12 2.25 1.37
H -0.18 0.75 2.24
H -1.57 1.17 -0.35
H 0.93 0.48 -1.79
Cl 1.10 2.80 -1.00



# 3
The following is a DFT calculation (ωB97M-V/def2-TZVPD) of a cluster of 12 separate species, C45H111N3O12 in total in a non-equilibrium geometry.

Computed properties:
LUMO: 0.364 eV
charge: 0
SMILES string: CC1(C)CCCC(C)(C)N1O.CC1(C)CCCC(C)(C)N1O.CC1(C)CCCC(C)(C)N1O.CC(C)O.CC(C)O.CC(C)O.CC(C)O.CC(C)O.CC(C)O.O.O.O
orbital gap: 0.307 Eh

Element x y z (Å)
C 7.95 -9.17 -1.17
C 6.43 -9.33 -1.31
C 6.04 -10.67 -0.83
C 5.64 -8.36 -0.35
C 5.70 -6.93 -0.88
C 5.15 -6.83 -2.31
C 5.85 -7.77 -3.35
C 4.79 -7.83 -4.43
C 7.15 -7.07 -3.73
N 6.02 -9.13 -2.80
O 6.70 -10.00 -3.69
H 8.51 -9.69 -1.94
H 8.42 -8.18 -1.16
H 8.31 -9.58 -0.23
H 6.16 -10.81 0.24
H 4.98 -10.91 -0.89
H 6.58 -11.47 -1.34
H 4.60 -8.64 -0.21
H 6.13 -8.34 0.62
H 5.12 -6.26 -0.25
H 6.64 -6.39 -0.73
H 5.30 -5.80 -2.65
H 4.07 -6.94 -2.24
H 4.49 -6.84 -4.77
H 3.88 -8.31 -4.07
H 5.02 -8.46 -5.29
H 6.95 -6.21 -4.36
H 7.88 -7.68 -4.26
H 7.70 -6.83 -2.82
H 5.97 -10.40 -4.17
C 6.05 3.52 -8.82
C 5.79 3.56 -7.29
C 5.89 2.10 -6.72
C 6.98 4.33 -6.54
C 6.85 5.82 -6.57
C 5.53 6.18 -5.85
C 4.26 5.74 -6.71
C 2.90 6.05 -5.96
C 4.14 6.48 -8.10
N 4.50 4.26 -6.91
O 3.34 3.55 -7.38
H 5.36 2.79 -9.25
H 5.99 4.45 -9.38
H 7.04 3.08 -8.96
H 5.46 1.32 -7.34
H 6.91 1.79 -6.49
H 5.37 2.08 -5.77
H 7.31 3.96 -5.57
H 7.91 4.18 -7.10
H 7.57 6.25 -5.87
H 6.96 6.37 -7.50
H 5.50 7.20 -5.48
H 5.44 5.63 -4.92
H 2.78 7.09 -5.69
H 3.05 5.62 -4.97
H 1.95 5.69 -6.37
H 4.32 7.55 -7.98
H 3.13 6.40 -8.51
H 4.92 6.21 -8.81
H 2.94 3.23 -6.57
C -4.50 2.08 -0.57
C -3.13 2.76 -0.52
C -3.13 4.21 -1.07
C -2.77 2.97 1.02
C -2.23 1.73 1.67
C -1.04 1.29 0.78
C -1.37 0.91 -0.68
C 0.07 0.90 -1.28
C -1.98 -0.49 -0.82
N -2.15 1.98 -1.26
O -2.38 1.79 -2.59
H -4.85 2.16 -1.59
H -4.53 1.01 -0.36
H -5.20 2.60 0.08
H -3.40 4.21 -2.12
H -3.81 4.81 -0.47
H -2.20 4.79 -1.07
H -2.30 3.91 1.30
H -3.66 3.11 1.63
H -1.89 1.97 2.68
H -2.94 0.91 1.82
H -0.84 0.30 1.18
H -0.25 2.03 0.88
H 0.68 1.73 -0.91
H 0.07 0.88 -2.37
H 0.55 -0.02 -0.94
H -2.04 -0.68 -1.90
H -2.96 -0.56 -0.36
H -1.25 -1.23 -0.50
H -3.03 1.09 -2.55
C 0.54 -8.14 7.20
C -0.65 -7.26 6.65
C -0.26 -6.36 5.53
O -1.64 -8.12 6.15
H 1.18 -7.30 7.48
H 1.13 -8.78 6.55
H 0.31 -8.71 8.10
H -1.05 -6.72 7.52
H 0.30 -6.74 4.68
H 0.35 -5.57 5.97
H -1.11 -5.72 5.30
H -2.36 -7.65 5.72
C -12.83 1.16 -1.47
C -13.75 1.27 -2.73
C -13.10 2.09 -3.86
O -14.17 -0.01 -3.14
H -13.38 0.70 -0.65
H -12.69 2.17 -1.09
H -11.85 0.69 -1.61
H -14.69 1.78 -2.50
H -12.14 1.68 -4.19
H -13.03 3.15 -3.63
H -13.72 2.14 -4.76
H -14.73 -0.39 -2.46
C -7.43 5.75 7.54
C -6.64 6.43 8.68
C -5.12 6.23 8.74
O -6.90 7.84 8.83
H -8.47 6.07 7.56
H -7.47 4.66 7.53
H -6.95 5.96 6.58
H -7.20 6.15 9.56
H -4.69 6.57 9.68
H -4.66 6.75 7.90
H -5.04 5.15 8.60
H -6.72 8.26 7.99
C 3.15 0.66 7.95
C 3.97 0.90 6.64
C 4.01 2.42 6.45
O 5.28 0.42 6.93
H 2.83 -0.38 8.06
H 2.20 1.17 8.12
H 3.80 0.80 8.81
H 3.63 0.40 5.74
H 4.25 2.72 5.43
H 4.66 2.92 7.17
H 3.05 2.91 6.65
H 5.84 0.60 6.17
C 8.65 0.84 0.44
C 9.85 0.00 0.77
C 11.09 0.68 0.15
O 9.99 -0.08 2.17
H 7.84 0.59 1.13
H 8.22 0.73 -0.56
H 8.84 1.90 0.60
H 9.72 -0.99 0.32
H 11.24 1.59 0.73
H 10.89 1.02 -0.86
H 12.02 0.12 0.19
H 10.85 -0.38 2.47
C -10.96 -0.52 6.62
C -9.83 -1.52 6.18
C -8.50 -0.91 5.93
O -9.72 -2.49 7.15
H -11.25 0.06 5.74
H -10.62 0.14 7.42
H -11.91 -1.03 6.78
H -10.25 -2.01 5.30
H -8.12 -0.39 6.81
H -8.50 -0.27 5.05
H -7.75 -1.68 5.74
H -9.96 -2.10 8.00
O -6.02 -1.35 -5.92
H -6.62 -2.08 -5.89
H -6.15 -0.96 -6.79
O -9.41 6.82 -2.98
H -8.59 7.08 -3.40
H -10.09 7.15 -3.57
O -11.17 8.02 0.88
H -10.66 7.58 0.20
H -11.02 8.95 0.74



These records have ΔE to the lowest compared entry with this formula, charge and spin values of 0.00; 139.36; 335.32 kJ/mol, in the order they appear.
These records have E_tot values of -7843.4598; -732.2380; -2847.9322 Eh, in the order they appear.